[1]
This record from the OMol25 dataset describes a structure of composition C41H47N7O3V. The level of theory is wB97M-V/def2-TZVPD.

The geometry in XYZ format:
```
99
C41H47N7O3V, DFT wB97M-V/def2-TZVPD
V -0.072 0.953 2.388
C 0.842 -4.795 -2.033
N 0.375 -3.512 -2.382
C -1.061 -3.419 -2.506
C -1.450 -2.110 -3.009
N -0.704 -1.276 -3.694
C -1.471 -0.173 -3.990
C -1.126 1.021 -4.595
C -2.075 2.032 -4.615
C -3.339 1.877 -4.024
C -3.724 0.651 -3.438
C -2.775 -0.383 -3.467
N -2.740 -1.624 -2.843
C 2.121 -4.969 -2.833
N 2.760 -4.000 -3.522
C 3.801 -4.644 -4.185
C 4.790 -4.084 -4.977
C 5.847 -4.961 -5.381
C 5.952 -6.237 -4.891
C 4.912 -6.815 -4.095
C 3.829 -6.035 -3.779
N 2.730 -6.187 -2.950
H 1.069 -4.797 -0.932
H 0.181 -5.660 -2.164
H 0.891 -2.947 -3.073
H -1.510 -4.232 -3.097
H -1.519 -3.370 -1.471
H -0.127 1.202 -4.961
H -1.838 2.975 -5.085
H -3.995 2.756 -3.954
H -4.709 0.441 -2.973
H -3.455 -2.251 -2.501
H 4.826 -3.046 -5.192
H 6.682 -4.669 -5.993
H 6.832 -6.839 -5.161
H 5.124 -7.832 -3.730
H 2.390 -7.034 -2.474
C 4.139 0.115 2.942
C 2.650 0.084 3.126
O 1.861 1.023 2.603
C 2.138 -0.821 4.089
C 0.824 -0.998 4.492
C 0.360 -1.640 5.786
N -0.178 -0.432 3.728
N -1.410 -0.972 3.961
C -2.332 -0.316 3.284
O -2.100 0.848 2.737
C -3.577 -1.083 2.929
C -4.245 -0.653 1.797
C -5.376 -1.290 1.324
C -5.939 -2.398 1.983
C -5.405 -2.747 3.227
C -4.234 -2.111 3.643
H 4.661 0.196 3.896
H 4.548 -0.755 2.417
H 4.336 1.038 2.365
H 2.842 -1.450 4.626
H -0.256 -0.882 6.403
H -0.319 -2.492 5.560
H 1.135 -1.953 6.419
H -3.900 0.258 1.334
H -5.840 -0.897 0.410
H -6.911 -2.840 1.694
H -5.884 -3.473 3.935
H -3.853 -2.321 4.612
C 0.216 -0.366 0.880
H -0.744 -0.582 0.177
H 0.565 -1.260 1.387
H 0.974 0.037 0.235
C -3.058 4.351 2.867
C -1.536 4.679 2.990
C -0.842 3.799 4.056
C -0.847 4.884 1.652
C -1.165 6.135 1.005
C -0.652 6.442 -0.234
C 0.233 5.607 -0.841
C 0.633 4.439 -0.204
C 1.843 3.707 -0.642
C 2.948 3.799 0.438
C 2.357 4.227 -1.975
C -0.064 3.934 0.979
O 0.044 2.688 1.308
H -3.469 4.287 3.886
H -3.233 3.320 2.431
H -3.570 5.083 2.184
H -1.469 5.694 3.321
H -0.550 2.839 3.588
H -1.487 3.580 4.892
H 0.059 4.306 4.366
H -1.724 6.836 1.616
H -0.875 7.321 -0.806
H 0.721 5.904 -1.796
H 1.608 2.615 -0.636
H 3.298 4.909 0.384
H 3.803 3.179 0.175
H 2.641 3.494 1.437
H 2.641 5.259 -1.810
H 1.504 4.195 -2.684
H 3.197 3.623 -2.363
```

Its lowest unoccupied orbital energy (spin up / spin down) is 3.47 / 3.47 eV. The expectation value of S² is 3.8117. The total charge is -2. Its multiplicity is 4.

[2]
This record from the OMol25 dataset describes a cluster of 3 separate species, CH10N3O2 in total. The level of theory is wB97M-V/def2-TZVPD.

The geometry in XYZ format:
```
16
CH10N3O2, DFT wB97M-V/def2-TZVPD
N 0.695 -0.679 0.876
C 1.280 -1.526 -0.068
N 2.002 -1.045 -1.051
N 1.052 -2.842 0.070
H 0.190 0.200 0.583
H 0.232 -1.149 1.659
H 2.791 -1.576 -1.435
H 2.275 -0.063 -1.006
H 0.301 -3.277 0.596
H 1.224 -3.183 -0.882
H -1.087 1.912 0.068
H -0.801 1.546 -1.369
O -0.454 1.406 -0.478
H -3.515 3.561 1.483
H -3.342 3.517 0.088
O -2.844 3.198 0.866
```

Its lowest unoccupied orbital energy (spin up / spin down) is -8.83 / -14.81 eV. The expectation value of S² is 0.7603. The total charge is +2. Its multiplicity is 2. The calculation puts the energy relative to the best compared isomer or geometry (same formula, charge and spin) at 1.028 eV.

[3]
This record from the OMol25 dataset describes a structure of composition CHI2NOS. The level of theory is wB97M-V/def2-TZVPD.

The geometry in XYZ format:
```
7
CHI2NOS, DFT wB97M-V/def2-TZVPD
C 1.479 0.104 -0.513
N 0.491 0.676 -0.787
O 2.470 -0.474 -0.382
S 2.577 0.669 -3.543
I 3.513 2.717 -2.841
I 0.367 1.203 -4.098
H -0.167 1.215 -0.350
```

Its lowest unoccupied orbital energy is -1.10 eV. The total charge is 0. The calculation puts the energy relative to the best compared isomer or geometry (same formula, charge and spin) at 0.001 eV.

[4]
This record from the OMol25 dataset describes a cluster of 5 separate species, C10H28N6O10P in total. The level of theory is wB97M-V/def2-TZVPD.

The geometry in XYZ format:
```
55
C10H28N6O10P, DFT wB97M-V/def2-TZVPD
N 4.562 -0.277 -1.466
C 3.463 -1.021 -2.011
C 2.150 -0.281 -2.405
P 2.677 0.856 -3.843
O 2.413 -0.107 -5.118
O 1.399 1.848 -4.073
C 1.558 0.464 -1.212
C 0.097 0.883 -1.375
C -0.784 -0.307 -1.811
C -0.016 -1.607 -1.958
N 1.230 -1.449 -2.785
H 4.962 0.393 -2.105
H 4.377 0.144 -0.569
H 3.807 -1.547 -2.911
H 3.152 -1.777 -1.282
H 1.497 -0.271 -5.371
H 1.476 2.625 -3.510
H 1.612 -0.204 -0.340
H 2.204 1.312 -0.962
H -0.008 1.675 -2.112
H -0.283 1.274 -0.430
H -1.553 -0.473 -1.054
H -1.299 -0.072 -2.747
H 0.277 -2.032 -0.997
H -0.635 -2.358 -2.451
H 0.960 -1.388 -3.764
H 1.787 -2.315 -2.694
C -4.086 2.211 0.834
N -3.236 0.992 0.798
O -3.603 0.046 0.132
O -2.207 1.015 1.447
H -4.954 2.033 0.211
H -4.361 2.386 1.870
H -3.477 3.032 0.466
C -0.233 1.882 4.665
N -1.163 3.042 4.591
O -1.479 3.590 5.624
O -1.572 3.347 3.493
H 0.029 1.723 5.703
H -0.755 1.031 4.237
H 0.635 2.130 4.062
C 3.637 -5.910 -1.911
N 2.993 -4.579 -1.763
O 2.835 -4.123 -0.659
O 2.648 -4.012 -2.792
H 3.877 -6.274 -0.920
H 2.926 -6.553 -2.422
H 4.524 -5.771 -2.521
C -4.425 2.301 5.622
N -5.424 1.883 4.600
O -5.446 2.493 3.548
O -6.139 0.949 4.874
H -3.870 3.146 5.236
H -4.967 2.559 6.527
H -3.787 1.441 5.805
```

Its lowest unoccupied orbital energy is -3.22 eV. The total charge is +1.

[5]
This record from the OMol25 dataset describes a cluster of 2 separate species, C4H13N2 in total. The level of theory is wB97M-V/def2-TZVPD.

The geometry in XYZ format:
```
19
C4H13N2, DFT wB97M-V/def2-TZVPD
N 2.976 -0.128 -0.691
C -1.289 1.930 0.927
C -0.844 0.549 1.509
N -0.168 -0.166 0.541
C -0.891 -1.059 -0.217
C -0.181 -1.524 -1.488
H 3.148 0.490 -1.467
H 3.821 -0.631 -0.477
H -0.553 2.327 0.225
H -2.249 1.898 0.419
H -1.326 2.667 1.728
H -0.162 0.742 2.342
H -1.768 0.048 1.833
H 2.521 0.296 0.096
H -1.074 -1.899 0.504
H -1.897 -0.640 -0.420
H -0.098 -0.677 -2.164
H -0.768 -2.309 -1.963
H 0.802 -1.914 -1.237
```

Its lowest unoccupied orbital energy is -8.08 eV. The total charge is +1. The calculation puts the energy relative to the best compared isomer or geometry (same formula, charge and spin) at 4.792 eV.

[6]
This record from the OMol25 dataset describes the molecule C17H30N4O2. The level of theory is wB97M-V/def2-TZVPD.

The geometry in XYZ format:
```
53
C17H30N4O2, DFT wB97M-V/def2-TZVPD
C 1.700 -0.985 -0.473
H 2.346 -1.421 0.285
H 2.321 -0.611 -1.284
H 1.043 -1.762 -0.856
C 0.909 0.177 0.131
N 0.162 0.943 -0.855
C 0.840 1.943 -1.513
O 2.045 2.081 -1.410
N 0.054 2.765 -2.301
C 0.769 3.664 -3.191
H 1.675 3.154 -3.521
C 1.126 4.989 -2.518
C -0.141 5.648 -1.982
C -0.856 4.680 -1.046
C -1.156 3.360 -1.766
H -1.629 2.672 -1.067
H -1.841 3.544 -2.602
H -1.791 5.113 -0.684
H -0.218 4.472 -0.184
H 0.105 6.571 -1.453
H -0.801 5.904 -2.815
H 1.626 5.641 -3.235
H 1.816 4.785 -1.697
H 0.123 3.845 -4.057
C -0.946 0.213 -1.443
H -1.456 0.829 -2.180
C -1.898 -0.226 -0.330
N -1.203 -1.019 0.670
C -1.116 -2.379 0.394
O -1.456 -2.849 -0.678
N -0.646 -3.157 1.414
C -0.873 -2.904 2.820
H -1.182 -1.871 2.970
C 0.385 -3.243 3.619
C 0.772 -4.699 3.368
C 0.924 -4.945 1.868
C -0.359 -4.550 1.141
H -0.257 -4.668 0.061
H -1.191 -5.184 1.479
H 1.143 -5.996 1.676
H 1.751 -4.347 1.482
H 1.704 -4.935 3.885
H -0.007 -5.354 3.765
H 0.200 -3.075 4.681
H 1.206 -2.593 3.309
H -1.692 -3.554 3.165
C -0.069 -0.300 1.221
H 0.477 -0.934 1.914
H -0.459 0.570 1.762
H -2.701 -0.834 -0.749
H -2.322 0.645 0.179
H -0.578 -0.686 -1.952
H 1.623 0.875 0.583
```

As for the structure (SMILES): C[C@@H]1CN(C(=O)N2CCCCC2)CCN1C(=O)N1CCCCC1. Its lowest unoccupied orbital energy is 0.80 eV. The total charge is 0. The calculation puts the energy relative to the best compared isomer or geometry (same formula, charge and spin) at 0.000 eV.

[7]
This record from the OMol25 dataset describes a cluster of 2 separate species, C2HClFNO3 in total. The level of theory is wB97M-V/def2-TZVPD.

The geometry in XYZ format:
```
9
C2HClFNO3, DFT wB97M-V/def2-TZVPD
C -0.460 0.041 1.008
C -1.200 0.471 -0.157
N 1.461 -0.735 -0.962
O 0.639 0.334 1.369
O 1.801 -1.785 -0.561
O 1.579 0.427 -1.197
F -1.040 -0.929 1.726
Cl -0.581 1.902 -0.836
H -2.200 0.276 -0.389
```

Its lowest unoccupied orbital energy (spin up / spin down) is -0.15 / -2.19 eV. The total charge is 0. The calculation puts the energy relative to the best compared isomer or geometry (same formula, charge and spin) at 2.275 eV.

[8]
This record from the OMol25 dataset describes a structure of composition C19H16Br2FeO3Zn. The level of theory is wB97M-V/def2-TZVPD.

The geometry in XYZ format:
```
42
C19H16Br2FeO3Zn, DFT wB97M-V/def2-TZVPD
O 0.011 -1.678 -3.244
C 0.222 -1.391 -2.142
Fe 0.097 -0.706 -0.524
C -1.279 -1.779 -0.093
O -2.264 -2.347 0.102
C -1.115 0.474 -1.078
O -2.023 1.095 -1.450
C 1.491 0.685 -0.742
C 1.520 1.851 0.212
C 1.039 1.575 1.689
C 0.209 0.379 1.850
C 0.656 -0.893 1.478
C 1.892 -1.181 0.784
C 2.184 -0.536 -0.397
H 1.542 0.983 -1.800
H 2.552 2.239 0.295
H 0.941 2.676 -0.236
H 1.946 1.479 2.314
H 0.549 2.486 2.049
H -0.732 0.372 2.418
H 0.195 -1.746 2.011
H 2.446 -2.061 1.124
H 2.902 -0.966 -1.103
Br -3.749 8.134 3.146
Zn -4.971 6.887 1.722
Br -6.138 5.479 0.409
C -2.646 3.111 4.032
C -1.697 3.091 2.981
C -2.009 2.002 2.118
C -3.200 1.366 2.600
C -3.606 2.071 3.809
C -4.769 1.686 4.479
C -5.523 0.629 3.963
C -5.147 -0.022 2.768
C -4.004 0.359 2.057
H -2.668 3.787 4.883
H -0.893 3.808 2.843
H -1.563 1.757 1.147
H -5.059 2.195 5.399
H -6.405 0.289 4.498
H -5.743 -0.853 2.396
H -3.725 -0.111 1.109
```

Its lowest unoccupied orbital energy is 3.15 eV. The total charge is -2. The calculation puts the energy relative to the best compared isomer or geometry (same formula, charge and spin) at 2.138 eV.

no.,maximum force (Eh/bohr)
1,0.0644
2,0.0515
3,0.0442
4,0.0091
5,0.0303
6,0.0102
7,0.0871
8,0.0942